No. 1
47
Properties=species:S:1:pos:R:3:forces:R:3 method="wB97M-V/def2-TZVPD" total_energy_ha=-2160.43914 largest_force_ev_per_a=0.77
I 2.712 0.525 -0.434 -0.1 0.0 0.0
Cl 0.848 -0.548 -3.757 0.0 0.1 0.1
N 0.881 -1.056 -2.120 0.1 -0.6 -0.5
H 0.807 0.773 2.706 0.0 0.0 0.0
C 5.758 5.241 -2.211 0.0 0.0 0.0
C -2.581 -0.943 2.806 -0.1 0.0 0.0
N 5.313 2.491 -2.161 0.0 0.0 0.0
C -7.219 -2.547 2.205 0.0 0.0 0.0
C 4.457 -2.201 -1.260 0.0 0.0 0.0
C 3.059 -2.128 -1.794 0.0 -0.1 0.0
C -2.218 -0.167 3.897 0.0 0.0 0.0
C -0.985 0.469 3.883 0.0 0.0 0.0
I 2.492 -3.730 -3.005 0.0 -0.1 -0.1
H 5.610 2.515 -4.191 0.0 0.0 0.0
H 4.515 -1.757 -0.265 0.0 0.0 -0.1
C 2.185 -1.152 -1.588 -0.2 0.3 0.3
O 0.045 -2.412 -0.526 0.1 0.3 -0.1
C 5.483 4.590 -1.019 0.0 0.0 0.0
H 6.019 4.957 -4.332 0.0 0.0 0.0
C -6.444 -0.438 0.688 0.0 0.0 0.0
C 5.580 3.128 -3.298 0.0 0.0 0.0
C -7.031 -1.524 0.060 0.0 0.0 0.0
H -3.536 -1.457 2.786 0.0 0.0 0.0
H -7.889 -3.473 0.389 0.0 0.0 0.0
H -6.112 0.425 0.126 0.0 0.0 0.0
H -0.807 -2.419 -0.054 -0.1 -0.3 -0.1
O -1.126 -2.129 -2.450 -0.1 0.1 0.0
H 4.791 -3.236 -1.200 0.0 0.1 0.0
H -2.890 -0.070 4.738 0.0 0.0 0.0
H -7.173 -1.532 -1.012 0.0 0.0 0.0
H 5.050 2.679 -0.135 0.0 0.0 0.0
C 5.808 4.495 -3.377 0.0 0.0 0.0
H -7.517 -3.374 2.840 0.0 0.0 0.0
C -0.167 0.309 2.776 -0.1 0.0 0.1
H 5.434 5.128 -0.083 0.0 0.0 0.0
N -1.805 -1.103 1.734 0.1 -0.1 0.0
H -0.668 1.076 4.722 0.0 0.0 0.0
C -6.281 -0.481 2.065 0.0 0.0 0.0
C -0.169 -1.922 -1.770 0.2 0.1 0.4
C 5.268 3.220 -1.050 0.0 0.0 0.0
C -7.429 -2.602 0.835 0.0 0.0 0.0
H -0.030 -0.625 0.846 0.2 0.1 0.1
C -0.629 -0.480 1.735 0.1 0.1 -0.1
H 5.136 -1.664 -1.929 0.0 0.0 0.1
N -6.655 -1.510 2.821 0.0 0.0 0.0
H 5.931 6.310 -2.230 0.0 0.0 0.0
H -5.820 0.349 2.590 0.0 0.0 0.0


No. 2
88
Properties=species:S:1:pos:R:3:forces:R:3 method="wB97M-V/def2-TZVPD" total_energy_ha=-5042.44406 smiles="CN(C)P(=O)(N(C)C)N(C)C.C[N+](=O)[O-].C[N+](=O)[O-].C[N+](=O)[O-].C[N+](=O)[O-].C[N+](=O)[O-].ClCCCl.ClCCCl.ClCCCl" largest_force_ev_per_a=2.57 relative_energy_ev=1.6736
O 9.209 37.142 -12.663 -0.5 -0.7 -0.2
H 8.392 30.044 -7.055 -0.3 -0.2 -0.3
H 2.892 44.130 -9.530 -0.6 0.1 0.2
Cl 2.311 36.352 -9.335 -0.2 0.4 -0.1
H 7.592 36.085 -10.461 0.5 0.6 -0.4
O 3.308 34.577 -13.032 -1.1 -0.9 0.2
H 7.330 40.231 -10.615 -0.1 0.1 0.5
C 7.323 41.309 -10.457 0.0 0.8 -1.5
H 6.417 42.701 -8.207 0.0 -0.2 0.1
H -1.682 37.910 -6.501 0.8 0.0 -0.2
H 2.934 34.142 -9.830 0.0 0.2 -0.1
C 2.745 43.500 -10.407 1.1 0.1 -0.2
O 4.404 32.116 -10.284 0.8 0.3 -0.6
Cl 5.352 35.155 -9.096 1.4 0.3 -1.2
H 5.324 43.714 -9.130 -0.3 -0.4 -0.2
H -2.542 36.540 -6.103 -0.4 -0.5 -0.5
C 6.176 43.039 -9.215 -0.3 0.0 -0.5
N 2.203 34.031 -12.953 0.6 0.7 0.1
Cl 4.163 34.179 -4.448 -1.1 0.2 -0.3
H 3.815 42.026 -7.965 0.2 0.8 -0.2
H 0.741 34.593 -14.289 0.3 0.2 -0.2
H 8.480 31.767 -7.215 -0.6 0.1 -0.2
H 3.159 40.637 -8.660 -0.4 -0.1 -0.4
H 0.499 34.007 -3.706 0.1 0.3 -0.3
H -1.033 36.195 -11.944 0.2 0.0 0.1
O 6.033 31.753 -7.523 0.2 -0.7 -0.2
C -1.735 36.854 -6.765 -1.3 0.6 0.3
H 5.915 38.561 -10.331 0.2 -0.1 0.7
N 6.699 30.861 -8.027 -0.3 0.5 -0.5
C -0.522 36.047 -6.468 0.0 0.9 0.0
P 4.619 41.575 -11.083 0.6 -0.6 0.1
H 6.992 43.684 -9.541 0.2 0.0 -0.1
H 6.343 36.387 -11.731 -0.2 0.1 0.8
H -0.427 37.638 -11.072 0.0 -0.4 0.3
N 3.325 42.200 -10.150 1.0 -1.1 1.1
H 2.120 33.447 -5.506 0.3 -0.4 0.4
N 8.035 37.239 -12.348 1.5 1.1 1.6
N 6.017 41.908 -10.153 -0.6 -0.3 1.0
H 8.702 30.751 -8.669 -0.2 -0.1 0.1
C 4.974 38.933 -9.925 -0.7 1.2 -1.2
H 2.180 33.757 -15.053 -0.2 0.2 0.2
C 7.387 36.147 -11.530 -2.0 -0.3 -1.6
H 4.302 38.092 -9.749 -0.1 0.1 -0.3
O 1.619 33.783 -11.912 0.4 0.0 -0.5
C 3.095 41.723 -8.725 0.1 -0.3 -1.7
C -0.210 36.904 -11.848 0.2 0.7 0.8
Cl -0.884 34.322 -6.571 0.3 -0.3 -0.1
H 5.952 33.583 -11.594 0.1 0.0 -0.4
O 6.291 30.016 -8.815 0.3 0.6 0.8
N 5.012 31.828 -11.303 -1.3 -1.8 -0.5
H 1.709 43.387 -10.728 0.0 0.4 0.1
C 2.357 34.188 -4.743 0.3 0.1 -0.8
Cl 1.853 32.469 -2.736 0.3 -1.1 0.5
H 4.110 35.389 -7.313 -0.8 -0.3 0.3
C 1.466 33.782 -14.229 -0.2 -0.2 0.0
N 4.429 39.857 -10.985 -0.1 0.5 0.0
H 0.879 32.866 -14.162 0.4 -0.1 0.3
H 2.446 39.351 -11.597 -0.2 0.0 -0.2
H 6.918 32.481 -10.721 -0.2 -0.3 0.1
O 7.407 38.279 -12.466 -0.3 -0.8 -0.2
C 4.008 34.661 -8.118 0.6 -0.1 1.6
H 7.446 35.173 -12.015 1.0 0.2 0.0
C 1.568 34.008 -3.493 -0.4 0.4 0.4
H 1.872 34.234 -8.483 0.3 0.0 0.6
H 2.090 42.056 -8.464 0.1 -0.1 0.2
N -0.196 37.692 -13.080 -0.3 -1.5 -1.8
H 5.026 39.462 -8.973 0.6 0.0 -0.1
H 7.658 41.739 -11.401 0.1 -0.1 -0.5
O -1.158 38.406 -13.305 1.1 0.1 0.0
H 0.777 36.451 -11.753 -0.4 -0.1 0.2
H 3.372 43.989 -11.153 -0.5 0.0 -0.5
H 0.240 36.350 -7.187 0.4 -0.5 0.3
H 3.615 39.773 -12.921 -0.4 0.3 0.1
Cl -2.192 36.798 -8.495 -0.1 -0.1 0.3
C 6.272 32.541 -11.597 0.5 1.1 0.9
C 2.767 34.691 -8.903 -1.0 -0.6 -1.0
O 0.684 37.354 -13.881 -0.8 1.1 0.4
C 3.468 39.265 -11.967 1.0 0.6 0.3
H 4.256 33.670 -7.737 -0.3 -0.1 0.0
H 1.786 34.773 -2.749 0.0 0.1 -0.2
O 4.610 30.974 -12.099 0.8 1.1 0.6
H -0.270 36.299 -5.438 0.4 -0.2 0.0
H 8.110 41.683 -9.802 -0.4 -0.5 0.7
H 3.671 38.222 -12.207 0.3 -0.1 0.5
O 4.707 42.091 -12.501 -0.7 -0.7 2.2
H 2.016 35.103 -5.228 0.6 0.5 0.2
H 6.861 32.255 -12.468 -0.9 -0.3 -0.1
C 8.155 30.864 -7.732 0.9 -0.1 0.4


No. 3
19
Properties=species:S:1:pos:R:3:forces:R:3 method="wB97M-V/def2-TZVPD" total_energy_ha=-198.87101 smiles=CCC.CC largest_force_ev_per_a=1.97 relative_energy_ev=0.4937
H -0.162 -2.251 1.410 -0.3 -0.2 0.3
C -1.862 1.143 -1.948 -1.0 0.1 -0.1
H -1.250 0.315 0.020 -0.3 -0.2 -0.2
H 2.128 -1.229 0.468 -0.1 -0.2 -0.1
H -0.250 2.396 0.550 0.1 -0.8 0.1
C 1.782 -1.340 1.497 0.0 0.4 0.0
H 0.945 -2.924 2.713 -0.6 0.2 0.2
H -1.518 1.749 -2.793 0.7 -0.1 0.3
C -0.019 2.004 -0.457 -0.2 1.4 1.4
H -0.089 0.129 -1.317 -0.4 -0.5 0.1
H -0.207 2.956 -0.954 -0.1 -0.4 -1.0
H -2.304 0.273 -2.426 -0.2 -0.3 0.2
H 2.673 -1.360 2.124 0.0 -0.2 0.0
C 0.839 -2.537 1.703 1.3 0.2 -0.5
H 1.179 -3.346 1.054 -0.2 -0.1 0.0
H 1.053 1.842 -0.480 0.1 -0.1 0.0
H -2.682 1.748 -1.545 0.0 -0.2 0.2
H 1.284 -0.396 1.715 -0.1 0.0 0.2
C -0.845 0.780 -0.873 1.2 1.1 -0.9


No. 4
6
Properties=species:S:1:pos:R:3:forces:R:3 method="wB97M-V/def2-TZVPD" total_energy_ha=-189.80767 largest_force_ev_per_a=5.74 charge=+1 relative_energy_ev=6.6945
H 0.786 0.269 1.067 -1.7 -0.5 -0.9
H 0.973 0.567 -0.647 -2.3 -0.9 0.5
H -0.719 1.267 0.391 2.4 -2.8 -1.0
C 0.114 0.324 0.112 1.9 5.2 1.3
O -0.462 -1.641 -0.879 0.1 0.8 0.4
O -0.691 -0.787 -0.044 -0.5 -1.8 -0.4


No. 5
19
Properties=species:S:1:pos:R:3:forces:R:3 method="wB97M-V/def2-TZVPD" total_energy_ha=-311.04511 smiles="CCC(C=O)CC" largest_force_ev_per_a=0.48 relative_energy_ev=0.3853
C -2.454 -0.722 0.348 0.0 0.0 0.0
H 3.484 0.123 0.002 -0.1 0.1 0.1
H 2.472 0.354 1.436 0.0 0.0 -0.2
C 2.509 0.481 0.349 0.0 0.0 0.0
H -2.357 -0.735 1.439 0.0 0.0 -0.2
O -0.550 2.463 0.311 0.1 -0.4 -0.3
H 1.439 -0.174 -1.417 0.0 0.0 0.1
H -0.719 -1.915 -0.111 0.0 0.2 0.0
H -1.194 -0.836 -1.411 0.0 0.0 0.1
H 2.452 1.555 0.140 0.0 -0.2 0.0
H -2.932 0.225 0.070 0.1 -0.1 0.0
C -0.026 0.101 0.155 0.0 0.0 0.1
H 1.515 -1.371 -0.135 0.0 0.2 0.0
C -0.356 1.482 -0.366 0.0 0.2 0.2
H -3.133 -1.533 0.064 0.1 0.1 0.0
H -0.405 1.545 -1.480 0.0 0.0 0.1
H -0.037 0.160 1.252 0.0 0.0 -0.1
C -1.090 -0.903 -0.318 0.0 -0.1 -0.1
C 1.380 -0.298 -0.326 0.0 -0.1 -0.1


No. 6
22
Properties=species:S:1:pos:R:3:forces:R:3 method="wB97M-V/def2-TZVPD" total_energy_ha=-441.53603 largest_force_ev_per_a=6.15 relative_energy_ev=3.9177
H -0.025 0.959 -1.547 0.2 -0.1 0.1
N 2.263 -0.864 -0.900 -0.5 0.0 0.9
C -0.309 -0.438 0.061 4.9 -0.5 0.5
H -2.317 2.095 -1.043 -0.3 0.0 0.1
C -2.233 1.082 -0.649 2.7 0.7 -0.1
C -0.399 0.870 -0.533 -6.0 1.2 -0.8
H -2.806 0.134 0.947 0.0 0.4 -0.1
C 1.705 -0.264 0.079 -0.7 -2.2 -0.8
C 2.505 0.410 1.168 -0.5 0.1 0.2
H 2.445 1.496 1.047 -0.1 0.0 0.1
H -1.509 -1.545 -1.380 -0.1 0.2 0.2
H -0.158 1.703 0.124 0.4 -0.1 0.0
O -2.857 1.043 0.611 0.1 -0.2 -0.1
H -2.688 0.386 -1.357 0.3 -0.1 0.0
H -0.618 0.271 1.827 -0.1 -0.2 -0.2
O -0.756 -0.566 1.354 0.0 0.2 0.5
C -0.631 -1.661 -0.742 0.4 -0.4 -0.6
H 3.568 0.135 1.124 -0.3 -0.1 -0.1
H -0.775 -2.554 -0.130 0.0 0.3 0.2
H 0.201 -1.892 -1.421 -0.1 0.2 0.2
H 2.108 0.152 2.153 0.1 0.1 0.0
H 3.287 -0.953 -0.793 -0.4 0.5 -0.2